An isolated molecule of C21H26N2O6S2 in a non-equilibrium geometry, computed with wB97M-V/def2-TZVPD.

```
57
Properties=species:S:1:pos:R:3:nbo_charge:R:1
S 3.82 1.33 -0.96 2.35
S 1.53 -0.53 -1.78 0.49
O 3.46 2.18 -2.05 -0.92
O -0.47 -2.26 1.21 -0.51
O 5.21 1.16 -0.66 -0.93
O -2.45 2.60 0.83 -0.50
O -0.75 -3.67 -0.51 -0.62
O -3.12 2.17 -2.55 -0.63
N 3.06 1.82 0.46 -0.66
N -3.55 0.58 -1.02 -0.44
C -2.18 -1.33 -1.62 -0.39
C -2.34 -1.90 -0.20 -0.33
C -1.10 2.42 0.65 0.27
C 3.82 -1.46 -1.09 -0.20
C 3.02 -2.58 -1.40 -0.28
C -3.24 2.92 -0.29 -0.16
C -2.59 -0.76 0.79 -0.40
C 1.73 -1.83 2.06 -0.63
C -0.43 2.54 -0.56 -0.25
C -1.11 -2.72 0.14 0.83
C 3.15 -0.29 -1.25 -0.58
C -3.39 -0.48 -1.99 -0.23
C -0.38 2.08 1.79 -0.23
C -3.78 0.09 0.32 -0.22
C 0.74 -2.90 1.61 -0.08
C -3.29 1.85 -1.39 0.66
C 0.98 1.87 1.73 -0.24
C 1.67 2.00 0.52 0.12
C 3.82 1.63 1.67 -0.42
C 1.76 -2.23 -1.79 -0.38
C 0.94 2.34 -0.61 -0.25
H -0.94 2.80 -1.47 0.24
H 0.96 -2.88 -2.07 0.26
H 1.50 1.62 2.64 0.22
H -4.30 -1.09 -1.99 0.19
H 1.32 -1.27 2.89 0.21
H 4.84 -1.50 -0.77 0.25
H -3.20 -2.58 -0.19 0.22
H 1.93 -1.14 1.24 0.22
H 1.13 -3.48 0.76 0.21
H 0.51 -3.58 2.43 0.18
H -2.07 -2.15 -2.33 0.23
H -4.69 -0.53 0.30 0.19
H 2.66 -2.30 2.36 0.22
H -3.26 -0.02 -2.97 0.25
H -2.80 -1.15 1.78 0.22
H 3.55 0.70 2.18 0.19
H -0.90 1.99 2.73 0.23
H -1.70 -0.13 0.85 0.23
H 1.45 2.47 -1.55 0.26
H -4.25 3.08 0.11 0.21
H -2.90 3.85 -0.76 0.21
H -3.94 0.91 1.01 0.23
H 3.37 -3.60 -1.35 0.23
H -1.28 -0.71 -1.66 0.21
H 4.86 1.59 1.39 0.25
H 3.66 2.48 2.34 0.21
```

For the calculated total energy, the calculation gives -59134.697 eV. The calculation puts the HOMO energy at -8.18 eV. Its maximum force is 1.191 eV/A. The value obtained for the molar mass is 466.58 g/mol. Its charge is 0. The SMILES is CCOC(=O)C1CCN(C(=O)COc2ccc(N(C)S(=O)(=O)c3cccs3)cc2)CC1. As for the energy above the lowest of the compared OMol25 structures with the same formula, charge and spin: 0.071 eV. As for the gap between HOMO and LUMO: 8.70 eV.